Density functional theory data (ωB97M-V/def2-TZVPD) for a 16-piece molecular cluster, C23H32Cl45FNO3P overall at a distorted geometry.

Properties
HOMO level in eV: -9.73
Calculated total energy in Eh: -22325.786296

```
106
C23H32Cl45FNO3P | the Open Molecules 2025 dataset | ωB97M-V/def2-TZVPD
C 3.93758 -3.39100 0.67415
C 3.70420 -1.89841 0.86281
O 2.34407 -1.56442 1.00174
C 1.66355 -1.51685 -0.23726
C 0.17624 -1.79517 -0.02423
O -0.15963 -3.01191 -0.65596
P -1.31038 -4.00213 0.13943
C -0.06651 -4.52736 1.36888
C -2.54418 -2.65184 0.32603
C -2.65132 -1.99792 1.70581
F -2.12715 -0.71682 1.69280
O -2.54653 -5.18353 0.77260
C -2.59010 -5.34201 2.03030
N -2.52863 -5.58180 3.18271
H 3.61304 -3.69491 -0.31574
H 3.42260 -3.95678 1.43861
H 5.00584 -3.56936 0.70960
H 4.19828 -1.58153 1.77379
H 4.18429 -1.36540 0.03967
H 1.83015 -0.58081 -0.76561
H 2.04303 -2.29825 -0.89322
H 0.03185 -1.79275 1.05477
H -0.35644 -0.96213 -0.47228
H -1.36489 -4.73032 -1.04574
H 0.91349 -4.24560 1.01769
H -0.16916 -4.03667 2.32698
H -0.02036 -5.60129 1.48692
H -2.47310 -1.88871 -0.43321
H -3.50845 -3.11032 0.15702
H -2.16721 -2.54583 2.50613
H -3.70062 -1.87464 1.94560
C 0.50098 -6.28050 5.13005
Cl 0.61159 -8.01382 4.82152
Cl 0.35394 -5.96808 6.86106
Cl 1.90035 -5.43579 4.45710
H -0.39156 -5.90698 4.64015
C 3.30571 2.40312 -2.04290
Cl 4.98516 2.53596 -2.55832
Cl 2.58618 0.90233 -2.62846
Cl 3.18373 2.49504 -0.28452
H 2.75470 3.23155 -2.46677
C -4.42369 1.72788 1.73008
Cl -6.06310 1.37560 2.28692
Cl -4.24920 1.38256 0.01140
Cl -3.99291 3.40373 2.07454
H -3.73950 1.08676 2.27132
C 3.09982 4.34612 3.18244
Cl 3.30085 2.61613 2.90379
Cl 3.10544 4.70864 4.91051
Cl 4.36242 5.25101 2.34934
H 2.14254 4.64499 2.77732
C -2.08336 -9.46384 7.16891
Cl -3.64694 -8.86389 7.72393
Cl -1.23732 -10.30204 8.47090
Cl -2.27800 -10.51855 5.76802
H -1.48256 -8.61499 6.86903
C 5.65195 -0.74588 -5.20403
Cl 4.98908 -1.91853 -4.05942
Cl 4.42219 0.42765 -5.67665
Cl 7.06490 0.06276 -4.51897
H 5.96503 -1.28495 -6.08846
C 5.84236 -3.27875 -8.81350
Cl 4.63307 -4.45156 -9.32806
Cl 5.33241 -1.63607 -9.20638
Cl 6.15764 -3.42573 -7.08115
H 6.76249 -3.48503 -9.34263
C -4.06121 6.33774 -0.68306
Cl -2.38733 6.34903 -1.24277
Cl -4.52715 7.93089 -0.08668
Cl -5.14536 5.80623 -1.96717
H -4.13902 5.63245 0.13407
C -6.24526 -2.51723 -2.22664
Cl -5.19617 -1.39524 -1.34913
Cl -6.70556 -1.83666 -3.78514
Cl -5.43456 -4.07821 -2.41194
H -7.14380 -2.67212 -1.64932
C 8.31650 6.12066 3.22106
Cl 9.49272 4.80654 3.28024
Cl 7.72964 6.34569 1.56987
Cl 6.97814 5.81169 4.32491
H 8.81011 7.03059 3.53304
C 8.35827 4.53046 -2.26281
Cl 8.04578 3.97678 -0.61905
Cl 9.94830 5.28809 -2.37529
Cl 8.22033 3.20147 -3.41911
H 7.61376 5.27300 -2.51561
C -9.16942 0.51277 0.22103
Cl -8.19238 -0.91301 -0.14642
Cl -9.71930 1.28646 -1.26341
Cl -10.53486 0.08814 1.25340
H -8.54454 1.21422 0.75617
C -7.83456 -4.74712 -6.84852
Cl -9.29294 -3.77342 -6.64120
Cl -6.99625 -4.30539 -8.33740
Cl -6.76951 -4.57318 -5.45390
H -8.13018 -5.78442 -6.92388
C -2.09909 8.45057 3.00160
Cl -0.45463 8.49390 2.36033
Cl -2.93583 6.99988 2.45522
Cl -2.08576 8.53975 4.76169
H -2.62989 9.31269 2.62129
C -0.64029 11.03663 -0.29391
Cl -2.29552 10.73002 0.23785
Cl -0.45810 10.65200 -2.00439
Cl -0.18099 12.70908 0.02547
H 0.01654 10.39028 0.27172
```

Here are the Löwdin charges for atoms 1 to 5, given in e:
1. C -0.07
2. C -0.27
3. O -0.14
4. C -0.20
5. C -0.24



Density functional theory data (ωB97M-V/def2-TZVPD) for a single C22H21NO7 molecule.

Properties
SMILES: COc1cc(C=C2C(=O)OC(C)(C)OC2=O)ccc1OCC(=O)Nc1ccccc1
Energy relative to the best compared isomer or geometry (same formula, charge and spin) in kJ/mol: 10.0
HOMO level in eV: -8.43
Calculated total energy in Eh: -1432.397382

```
51
C22H21NO7 | the Open Molecules 2025 dataset | ωB97M-V/def2-TZVPD
C -2.70377 -3.81645 1.79417
O -3.19844 -2.79331 0.96421
C -2.34992 -2.21939 0.06834
C -0.99744 -2.47056 -0.02485
C -0.18310 -1.75553 -0.92164
C 1.23644 -1.98861 -0.84448
C 2.28504 -1.14395 -0.99228
C 2.27094 0.28616 -1.36441
O 1.48668 0.82351 -2.09782
O 3.29369 1.02082 -0.86718
C 4.19755 0.44465 0.05421
C 3.56609 0.37906 1.44839
C 5.45326 1.31081 0.04108
O 4.59059 -0.85135 -0.36003
C 3.63233 -1.72064 -0.74353
O 3.89651 -2.88392 -0.88303
C -0.78847 -0.88270 -1.82187
C -2.15059 -0.65737 -1.76638
C -2.93459 -1.26007 -0.79389
O -4.24354 -0.96682 -0.54860
C -4.77569 0.21323 -1.11320
C -3.88829 1.45249 -0.89345
O -3.88826 2.37296 -1.67573
N -3.13629 1.36168 0.23500
C -1.88973 1.95426 0.48115
C -1.12586 1.43591 1.52318
C 0.13749 1.93597 1.77281
C 0.65391 2.94719 0.98018
C -0.10634 3.46122 -0.05577
C -1.37733 2.97819 -0.30644
H -3.55859 -4.16145 2.37314
H -2.30209 -4.64934 1.20928
H -1.93184 -3.44502 2.47668
H -0.53035 -3.17804 0.64207
H 1.51824 -2.98494 -0.51223
H 3.34242 1.38511 1.78964
H 2.64267 -0.19703 1.41869
H 4.26125 -0.09483 2.13583
H 6.18021 0.90588 0.73735
H 5.19381 2.32722 0.31804
H 5.87670 1.31025 -0.95898
H -0.19794 -0.37564 -2.56342
H -2.58962 0.02935 -2.47183
H -4.94695 0.10910 -2.19142
H -5.74368 0.35622 -0.62397
H -3.34319 0.57605 0.84048
H -1.52333 0.63407 2.13101
H 0.71831 1.52989 2.58872
H 1.64393 3.33475 1.16778
H 0.29383 4.24504 -0.67971
H -1.96668 3.37591 -1.11528
```

Here are the Löwdin charges for atoms 1 to 5, given in e:
1. C -0.08
2. O -0.07
3. C -0.20
4. C 0.04
5. C -0.19



Density functional theory data (ωB97M-V/def2-TZVPD) for C15H19Br12NO5 as an isolated structure at a distorted geometry.

Properties
HOMO level in eV: -10.01
Calculated total energy in Eh: -31902.023515

```
52
C15H19Br12NO5 | the Open Molecules 2025 dataset | ωB97M-V/def2-TZVPD
C -0.12853 -3.38988 1.08550
C -1.64428 -3.42059 0.82745
N -2.09283 -2.23795 0.04563
C -2.58134 -1.12144 0.77501
C -2.42309 0.17142 0.45235
C -1.63240 0.94141 -0.54804
C -0.31758 0.30796 -1.05432
C 0.95351 0.89843 -0.41632
C 1.79636 -0.15365 0.28388
O 3.10741 0.40415 0.52063
C 3.96615 -0.49870 1.03027
O 5.10036 -0.61171 0.66424
C -3.45420 0.88764 1.26120
O -4.14517 1.78909 0.88937
O -3.70801 0.15799 2.39799
C -3.28898 -1.14384 2.11087
O -3.33524 -1.99146 2.94675
H 0.10275 -3.32691 2.14802
H 0.28818 -2.50118 0.60947
H 0.37020 -4.25110 0.64561
H -1.88304 -4.30167 0.23358
H -2.17461 -3.52067 1.76876
H -2.89250 -2.55087 -0.49939
H -2.27724 1.28418 -1.35586
H -1.32920 1.84746 -0.01252
H -0.33371 -0.77722 -0.96956
H -0.26604 0.52342 -2.12306
H 0.73938 1.70162 0.29148
H 1.59592 1.34012 -1.18116
H 1.89096 -1.05150 -0.33097
H 1.34640 -0.41110 1.24934
H 3.54799 -1.11602 1.84233
C 8.58532 -1.45294 0.78722
Br 8.92758 -3.19597 1.52458
Br 8.67106 -0.08543 2.12969
Br 9.73706 -1.07036 -0.70505
H 7.56850 -1.46114 0.41751
C -5.04309 3.82004 -1.71775
Br -5.01116 5.66873 -1.19557
Br -6.58865 3.41243 -2.78727
Br -3.41342 3.31827 -2.61286
H -5.10221 3.22457 -0.81688
C -7.05829 8.91153 -2.24769
Br -5.38190 9.33573 -1.39731
Br -8.10556 10.49582 -2.55229
Br -6.80442 7.91437 -3.87152
H -7.61368 8.28530 -1.56490
C 6.45974 -6.16131 0.16616
Br 5.52566 -4.62515 0.84276
Br 6.73716 -7.47952 1.53867
Br 5.57813 -6.90960 -1.37107
H 7.43462 -5.82280 -0.15496
```

Here are the Löwdin charges for atoms 1 to 5, given in e:
1. C -0.06
2. C -0.23
3. N 0.02
4. C -0.11
5. C -0.04



Density functional theory data (ωB97M-V/def2-TZVPD) for C21H29BrCuN3O2Sb2 as an isolated structure at a distorted geometry.

Properties
Charge: +1
Energy relative to the best compared isomer or geometry (same formula, charge and spin) in kJ/mol: 0.0
HOMO level (spin up / spin down) in eV: -10.08 / -10.12
Calculated total energy in Eh: -5827.075690
Spin multiplicity: 2

```
59
C21H29BrCuN3O2Sb2 | the Open Molecules 2025 dataset | ωB97M-V/def2-TZVPD
Cu -0.32266 -0.87625 0.81068
C 4.26323 2.88950 -0.24546
Sb 2.24098 2.21498 0.14647
C 1.88676 1.66757 -1.91919
C 1.43414 4.31126 0.21433
C 0.69672 4.74135 -0.98966
C 1.42969 5.01512 -2.15426
C 0.83349 5.42965 -3.32562
C -0.54976 5.60055 -3.37696
C -1.28924 5.38748 -2.24038
C -0.70100 4.97080 -1.02971
C -1.56648 4.90951 0.14437
Sb -3.01726 3.10456 -0.09410
C -3.61349 1.62372 1.38636
C -2.16417 1.91472 -1.67193
H 4.62177 3.49105 0.58906
H 4.30296 3.47883 -1.16120
H 4.91725 2.02496 -0.35349
H 1.68747 2.54954 -2.52419
H 1.04898 0.97499 -1.98391
H 2.78606 1.17324 -2.28415
H 2.36034 4.87110 0.33651
H 0.85471 4.36082 1.12944
H 2.50793 4.91245 -2.11077
H 1.43819 5.63123 -4.19985
H -1.02538 5.91993 -4.29429
H -2.36188 5.55612 -2.25385
H -2.30566 5.70394 0.17309
H -1.11286 4.73778 1.10959
H -4.68964 1.49512 1.28068
H -3.38029 2.00533 2.37575
H -3.09342 0.69215 1.18790
H -2.70380 2.09873 -2.59901
H -2.23204 0.86985 -1.38357
H -1.12220 2.20539 -1.77730
Br 0.70920 -3.17441 3.43879
C 0.51940 -1.33640 3.83671
C 0.79156 -0.88767 5.11883
C 0.65548 0.46694 5.37226
C 0.25877 1.31195 4.34705
C -0.00813 0.76259 3.10697
N 0.12633 -0.54579 2.85575
C -0.50701 1.61416 1.95563
O -0.86073 2.77095 2.18969
O -0.53728 1.06207 0.80665
H 1.08666 -1.58365 5.88979
H 0.85450 0.85328 6.36262
H 0.13922 2.37650 4.48482
C 0.71461 -5.42904 -1.39117
N -0.03157 -4.89353 -0.25447
C -0.34396 -5.81299 0.83624
C -0.21384 -3.61188 -0.12530
N -0.42310 -2.47228 -0.07434
H 0.16791 -6.27190 -1.81303
H 1.70143 -5.77069 -1.07290
H 0.83137 -4.66409 -2.15375
H -0.85966 -6.68218 0.42999
H -0.98702 -5.32516 1.56432
H 0.56956 -6.14151 1.33663
```

Here are the Löwdin charges for atoms 1 to 5, given in e:
1. Cu 0.34
2. C -0.36
3. Sb 1.40
4. C -0.31
5. C -0.28